P:
C7H28O7 | wB97M-V/def2-TZVPD

Net charge: 0
Highest occupied orbital energy in Eh: -0.361
HOMO-LUMO gap in Eh: 0.375
SMILES: CO.CO.CO.CO.CO.CO.CO

Each line ends with the Löwdin charge.
Atoms and positions in Å:
C  0.4474  -2.4790  1.6959  -0.159
O  0.2836  -1.0898  1.5680  -0.164
H  0.4458  -2.6547  2.7555  0.069
H  -0.4290  -2.9911  1.2453  0.085
H  1.2744  -2.7756  1.1591  0.050
H  0.0322  -0.8985  0.6133  0.048
C  3.9631  1.2385  -2.5604  -0.138
O  3.8227  0.0712  -1.7111  -0.152
H  4.7046  0.8881  -3.2660  0.069
H  2.9449  1.3774  -3.0980  0.083
H  4.2398  2.1910  -2.0748  0.080
H  3.2412  0.2633  -0.9602  0.069
C  0.1941  2.5545  -3.1607  -0.156
O  0.6644  2.2416  -1.8895  -0.122
H  0.6117  3.4522  -3.6519  0.094
H  0.2657  1.6899  -3.8325  0.089
H  -0.7947  2.8011  -2.9538  0.059
H  0.6491  3.0217  -1.3537  0.076
C  0.5779  -1.4883  -2.1972  -0.091
O  -0.0288  -0.6315  -1.1858  -0.180
H  0.3630  -1.1436  -3.2432  0.089
H  1.6801  -1.2505  -2.1214  0.075
H  0.3540  -2.5117  -1.8464  0.087
H  0.1146  0.3149  -1.3202  0.051
C  -1.7361  -1.1972  4.1523  -0.112
O  -2.7416  -1.7952  5.0383  -0.125
H  -0.9153  -1.7521  4.4454  0.042
H  -1.9077  -1.2790  3.1017  0.052
H  -1.5871  -0.1414  4.4927  0.094
H  -3.5585  -1.3359  4.9296  0.045
C  0.0084  3.0374  2.1310  -0.145
O  0.0064  4.2365  1.3572  -0.133
H  -0.6519  2.2630  1.7518  0.072
H  0.9528  2.6435  2.1355  0.047
H  -0.3563  3.2872  3.1556  0.094
H  -0.8632  4.6636  1.3622  0.080
C  -2.8242  -2.7054  -1.0216  -0.139
O  -2.9665  -2.0522  0.2784  -0.134
H  -3.6079  -3.3162  -1.2754  0.037
H  -2.6774  -1.9134  -1.8962  0.122
H  -2.0233  -3.3720  -1.0409  0.037
H  -2.1720  -1.4623  0.2917  0.057

***

Q:
C7H28O7 | wB97M-V/def2-TZVPD

Net charge: 0
Highest occupied orbital energy in Eh: -0.348
HOMO-LUMO gap in Eh: 0.360
SMILES: CO.CO.CO.CO.CO.CO.CO

Each line ends with the Löwdin charge.
Atoms and positions in Å:
C  11.5602  15.2476  -15.6560  -0.148
O  12.6703  15.2872  -14.7953  -0.127
H  10.8340  14.5512  -15.2103  0.071
H  11.0591  16.2135  -15.7787  0.088
H  11.8160  14.8092  -16.6215  0.053
H  12.4024  15.1042  -13.8826  0.042
C  12.0993  13.9246  -11.0522  -0.138
O  11.9359  14.8666  -12.0979  -0.141
H  12.2259  12.9020  -11.4266  0.078
H  12.9788  14.1778  -10.4656  0.079
H  11.2063  13.8070  -10.4341  0.081
H  10.9965  15.1167  -12.1336  0.041
C  12.4071  12.8321  -18.8613  -0.158
O  12.5009  11.4186  -18.7982  -0.115
H  11.7193  13.2165  -18.1071  0.052
H  13.3515  13.3384  -18.6649  0.082
H  12.1238  13.1202  -19.8752  0.071
H  11.6367  11.0109  -18.8760  0.073
C  8.4238  14.2458  -12.8845  -0.126
O  9.1608  15.2183  -12.1439  -0.127
H  8.3604  14.5337  -13.9387  0.083
H  9.0102  13.3332  -12.8430  0.054
H  7.4102  14.0723  -12.5192  0.088
H  8.6940  16.0520  -12.2677  0.097
C  15.8814  15.7795  -16.4423  -0.178
O  14.5639  16.0464  -16.8513  -0.132
H  16.1299  16.5842  -15.7230  0.076
H  16.0015  14.8527  -15.8742  0.078
H  16.6458  15.8990  -17.2089  0.072
H  13.9451  15.7020  -16.1964  0.022
C  9.5316  14.9226  -19.4861  -0.160
O  8.5032  14.0219  -19.0849  -0.126
H  10.0891  15.1279  -18.5734  0.065
H  10.1617  14.5238  -20.2815  0.070
H  9.1030  15.8801  -19.7983  0.079
H  7.8946  13.9221  -19.8227  0.072
C  9.3162  11.2309  -14.4722  -0.170
O  10.5225  10.5204  -14.6159  -0.110
H  8.4812  10.8957  -15.0943  0.081
H  9.0259  11.0476  -13.4334  0.080
H  9.4863  12.2927  -14.6568  0.053
H  11.2458  10.9783  -15.0419  0.072

***

Which of them is most stable? Easy: Q.

***

P:
H3O3P | wB97M-V/def2-TZVPD

Net charge: 0
Highest occupied orbital energy in Eh: -0.398
HOMO-LUMO gap in Eh: 0.394
SMILES: O=PO.O

Each line ends with the Löwdin charge.
Atoms and positions in Å:
O  2.5173  0.2917  -1.2125  -0.482
P  2.5005  -0.1868  0.1925  0.787
O  0.9774  -0.5353  0.6348  -0.304
H  0.2421  -0.3160  0.1375  -0.033
O  -2.1497  -0.0976  -0.1131  -0.026
H  -2.3287  0.1397  0.7859  0.033
H  -1.7588  0.7042  -0.4251  0.025

***

Q:
H3O3P | wB97M-V/def2-TZVPD

Net charge: 0
Highest occupied orbital energy in Eh: -0.418
HOMO-LUMO gap in Eh: 0.440

Each line ends with the Löwdin charge.
Atoms and positions in Å:
O  1.4185  0.6146  0.2037  -0.216
O  -0.2501  -1.1380  0.2940  -0.138
O  -1.5755  0.8111  0.1208  -0.337
P  -0.2163  0.3121  -0.2571  0.542
H  1.7778  0.1617  0.9644  0.049
H  -1.1829  -1.1364  0.3261  0.032
H  0.0284  0.3749  -1.6519  0.068

***

Which of them is most stable? Easy: Q.

***

P:
CH6NO | wB97M-V/def2-TZVPD

Net charge: -1
Highest occupied orbital energy in Eh: -0.082
HOMO-LUMO gap in Eh: 0.247

Each line ends with the Löwdin charge.
Atoms and positions in Å:
O  0.7600  1.6389  -1.6599  -0.646
H  1.3623  2.2557  -1.3204  -0.274
C  -0.8839  -0.3883  1.0770  -0.234
N  0.1183  -1.4091  0.6377  -0.105
H  -0.7840  0.6348  0.5686  0.072
H  -2.0405  -0.4725  1.0802  0.068
H  -0.7366  -0.4167  2.1336  0.016
H  0.8130  -0.8999  0.0319  0.058
H  -0.2185  -2.0183  -0.1408  0.046

***

Q:
CH6NO | wB97M-V/def2-TZVPD

Net charge: -1
Highest occupied orbital energy in Eh: -0.084
HOMO-LUMO gap in Eh: 0.238

Each line ends with the Löwdin charge.
Atoms and positions in Å:
O  1.5132  -2.4130  -0.9214  -0.666
H  1.7105  -2.2696  0.0132  -0.227
C  -0.6037  1.0112  0.5904  -0.230
N  -0.6488  0.0877  -0.5406  -0.078
H  -0.0502  1.9294  0.3630  0.052
H  0.0142  0.5726  1.3832  0.060
H  -1.6012  1.1827  0.9781  0.040
H  -0.3715  0.5779  -1.3787  0.036
H  0.0374  -0.6788  -0.4873  0.013

***

Which of them is most stable? Easy: Q.

***

P:
CH6NO | wB97M-V/def2-TZVPD

Net charge: -1
Highest occupied orbital energy in Eh: -0.093
HOMO-LUMO gap in Eh: 0.266

Each line ends with the Löwdin charge.
Atoms and positions in Å:
O  -2.1305  0.1906  0.4951  -0.565
H  -2.2916  1.0943  0.3406  -0.208
C  1.0567  0.2290  0.0703  -0.246
N  0.1066  -0.6689  -0.7237  -0.145
H  0.5767  0.4947  1.0900  0.055
H  2.0896  -0.2806  0.4278  0.070
H  1.2146  1.1348  -0.5297  0.025
H  -0.9093  -0.4705  -0.5766  -0.031
H  0.2872  -1.7235  -0.5938  0.045

***

Q:
CH6NO | wB97M-V/def2-TZVPD

Net charge: -1
Highest occupied orbital energy in Eh: -0.086
HOMO-LUMO gap in Eh: 0.263

Each line ends with the Löwdin charge.
Atoms and positions in Å:
O  0.8186  -1.6339  1.4613  -0.642
H  0.6289  -2.5469  1.7037  -0.229
C  0.3198  0.6971  -0.6954  -0.220
N  -1.1350  0.6588  -0.3979  -0.104
H  0.8587  0.1539  0.0812  0.021
H  0.6282  1.7474  -0.7599  0.047
H  0.4484  0.2875  -1.6981  0.052
H  -1.3333  -0.3336  -0.2614  0.038
H  -1.2343  0.9698  0.5664  0.037

***

Which of them is most stable? Easy: Q.

***

P:
C8H12NO2PS | wB97M-V/def2-TZVPD

Net charge: 0
Highest occupied orbital energy in Eh: -0.317
HOMO-LUMO gap in Eh: 0.338

Each line ends with the Löwdin charge.
Atoms and positions in Å:
C  -0.1846  0.5077  -1.8807  -0.112
C  -0.9528  1.0826  -0.8864  -0.138
C  0.7690  1.3582  -2.5277  -0.032
C  -0.6472  2.3924  -0.3456  -0.154
C  0.9564  2.6460  -2.0675  -0.116
C  0.2678  3.1160  -0.9882  -0.723
C  0.1680  -2.9505  1.4047  -0.084
C  -0.0955  -2.3225  0.0363  -0.226
N  -0.1234  0.0988  1.7776  -0.099
O  2.0082  0.9544  0.2199  -0.219
O  0.7542  -1.1744  -0.1663  -0.287
P  0.8335  0.1980  0.5502  0.473
S  0.5843  4.6891  -0.4301  0.875
H  -0.3611  -0.4805  -2.1984  0.098
H  -1.5798  0.3144  -0.3796  0.109
H  1.3084  0.9945  -3.3512  0.096
H  -1.1870  2.7301  0.5652  0.123
H  1.6595  3.3451  -2.5627  0.125
H  -0.3075  -3.8783  1.2932  0.047
H  1.2214  -3.2009  1.5811  0.088
H  -0.2823  -2.4184  2.2682  0.075
H  -1.1975  -1.9328  -0.0288  0.148
H  0.2746  -2.8154  -0.8120  0.102
H  -0.0210  0.9526  2.2345  -0.037
H  -0.2196  4.7067  0.6054  -0.132

***

Q:
C8H12NO2PS | wB97M-V/def2-TZVPD

Net charge: 0
Highest occupied orbital energy in Eh: -0.339
HOMO-LUMO gap in Eh: 0.364
SMILES: CCO[P@](N)(=O)Sc1ccccc1

Each line ends with the Löwdin charge.
Atoms and positions in Å:
C  -1.8610  4.0097  1.8732  -0.066
C  -1.6535  2.7333  1.0732  -0.343
O  -0.5131  2.0815  1.6212  -0.248
P  0.1589  1.0405  0.5419  0.273
N  1.4710  0.3000  1.2647  -0.070
O  0.8371  1.7566  -0.5648  -0.357
S  -1.2351  -0.3514  -0.1453  0.795
C  -0.1571  -1.6081  -0.7702  -0.609
C  0.5988  -1.3811  -1.9214  -0.120
C  1.4095  -2.3595  -2.4444  -0.075
C  1.4397  -3.6276  -1.8360  -0.087
C  0.7222  -3.8722  -0.6867  -0.081
C  -0.1089  -2.8611  -0.1691  -0.098
H  -0.9424  4.5997  1.8634  0.087
H  -2.7040  4.5344  1.4127  0.085
H  -2.1023  3.7026  2.8641  0.065
H  -2.5561  2.1119  1.1582  0.112
H  -1.5380  3.0257  0.0433  0.105
H  1.9637  1.0365  1.7719  0.064
H  2.0372  -0.0336  0.5198  0.036
H  0.6142  -0.3895  -2.3575  0.106
H  1.9863  -2.1019  -3.3350  0.111
H  2.1293  -4.4053  -2.2122  0.112
H  0.7416  -4.8569  -0.2465  0.102
H  -0.7380  -3.0840  0.6813  0.102

***

Which of them is most stable? Easy: Q.

***

P:
C3H5P | wB97M-V/def2-TZVPD

Net charge: 0
Highest occupied orbital energy (alpha / beta) in Eh: -0.292 / -0.293
HOMO-LUMO gap (alpha / beta) in Eh: 0.275 / 0.274
SMILES: C=P#CC

Each line ends with the Löwdin charge.
Atoms and positions in Å:
C  1.2173  1.4304  0.2794  -0.353
P  1.6244  -0.1557  -0.2227  0.799
C  0.0569  -0.6442  -0.7912  -0.356
C  -1.1135  -0.9715  -0.0433  -0.224
H  2.0627  2.0299  0.3337  -0.070
H  0.2925  1.9573  0.2236  -0.015
H  -1.9193  -0.9399  -0.7386  0.056
H  -1.3102  -0.6433  0.9070  0.044
H  -0.9109  -2.0628  0.0521  0.118

***

Q:
C3H5P | wB97M-V/def2-TZVPD

Net charge: 0
Highest occupied orbital energy in Eh: -0.317
HOMO-LUMO gap in Eh: 0.346
SMILES: CC#CP

Each line ends with the Löwdin charge.
Atoms and positions in Å:
C  -1.8340  0.1856  -0.1220  -0.135
C  -0.4369  0.2627  -0.4276  -0.165
C  0.8597  0.1242  -0.0533  -0.470
P  2.5852  -0.1373  -0.3693  0.696
H  -1.9250  1.1280  0.5153  0.118
H  -2.4367  0.2922  -0.9649  0.051
H  -1.8467  -0.7246  0.3978  0.065
H  2.1985  -1.5118  -0.0116  -0.085
H  2.8360  0.3809  1.0356  -0.075

***

Which of them is most stable? Easy: Q.